A molecular structure, C4F12KO12S4 at a distorted geometry. Source: OMol25; level of theory: ωB97M-V/def2-TZVPD.

```
33
Properties=species:S:1:pos:R:3
K -5.89 21.04 4.37
C -1.03 19.42 -0.30
F -1.65 20.35 -1.04
F 0.16 19.17 -0.92
F -0.69 19.77 0.96
S -2.05 17.83 -0.24
O -2.42 17.48 -1.63
O -1.18 16.85 0.33
O -3.27 18.12 0.58
C -6.92 14.44 9.63
F -6.51 13.91 10.80
F -6.29 13.78 8.68
F -8.24 14.40 9.59
S -6.16 16.29 9.55
O -4.73 16.13 9.93
O -6.31 16.75 8.16
O -6.86 17.09 10.58
C -11.70 19.36 5.63
F -10.55 18.69 5.54
F -12.01 19.86 4.35
F -12.72 18.62 6.14
S -11.35 20.93 6.73
O -10.52 21.77 5.89
O -12.60 21.61 7.01
O -10.67 20.51 7.97
C -7.94 26.01 -0.56
F -8.77 24.95 -0.59
F -6.91 25.88 -1.34
F -8.51 27.05 -1.11
S -7.25 26.54 1.23
O -6.34 25.48 1.63
O -6.57 27.83 1.10
O -8.39 26.57 2.11
```

Properties
Relative energy (zero: lowest compared OMol25 entry of this formula, charge and spin) in kcal per mole: 72.8
Charge: -3
Maximum force in eV/Å: 4.44
Kohn-Sham gap in eV: 6.69

***

2 unconnected molecules or ions with the total composition C14H16 at a distorted geometry. Source: OMol25; level of theory: ωB97M-V/def2-TZVPD.

```
30
Properties=species:S:1:pos:R:3
C 1.50 2.28 0.18
C 1.24 1.52 1.45
C 0.23 0.53 1.60
C 0.08 -0.21 2.76
C 0.95 -0.14 3.83
C 2.00 0.76 3.65
C 2.12 1.58 2.55
H 2.42 2.85 0.07
H 0.62 2.85 -0.07
H 1.77 1.55 -0.60
H -0.30 0.31 0.67
H -0.54 -1.09 2.57
H 0.97 -0.90 4.58
H 2.81 0.80 4.38
H 2.98 2.24 2.52
C -0.77 -2.81 -0.80
C -1.17 -1.56 -1.59
C -0.15 -0.64 -1.87
C -0.51 0.60 -2.33
C -1.72 0.75 -3.01
C -2.53 -0.34 -3.14
C -2.38 -1.44 -2.26
H -0.49 -3.66 -1.41
H -1.69 -3.02 -0.25
H 0.10 -2.75 -0.14
H 0.91 -0.83 -1.74
H 0.23 1.40 -2.30
H -1.94 1.70 -3.49
H -3.47 -0.27 -3.67
H -3.27 -2.04 -2.13
```

Properties
Relative energy (zero: lowest compared OMol25 entry of this formula, charge and spin) in kcal per mole: 35.0
Charge: 0
Maximum force in eV/Å: 2.51
Kohn-Sham gap in eV: 9.85
SMILES: Cc1ccccc1.Cc1ccccc1

***

A molecular structure, C33H53CuN2OP2S at a distorted geometry. Source: OMol25; level of theory: ωB97M-V/def2-TZVPD.

```
93
Properties=species:S:1:pos:R:3
C -1.61 -1.31 -1.75
C 0.60 -1.92 -1.33
C -1.76 -2.32 -2.70
C 0.44 -3.08 -2.15
C -0.74 -3.27 -2.83
H -2.67 -2.33 -3.30
H 1.33 -3.70 -2.32
H -0.87 -4.13 -3.48
N -0.55 -1.28 -0.93
P -2.58 0.21 0.24
P 2.68 -0.32 -0.05
C -2.63 -0.20 -1.56
H -2.35 0.69 -2.15
H -3.62 -0.50 -1.93
C -0.03 0.97 2.13
O 0.35 1.65 2.98
C 1.91 -1.42 -1.18
H 2.63 -2.12 -1.64
C 4.08 0.36 -1.21
C 3.38 -1.03 1.68
C -3.33 1.93 0.31
C -3.62 -1.20 0.95
C 4.09 1.88 -1.01
H 4.36 2.16 0.01
H 4.83 2.32 -1.70
H 3.11 2.32 -1.24
C 5.43 -0.27 -0.86
H 5.77 -0.03 0.15
H 5.41 -1.36 -1.00
H 6.19 0.12 -1.56
C 3.82 0.05 -2.69
H 4.52 0.65 -3.30
H 3.99 -1.01 -2.93
H 2.81 0.32 -3.00
C 4.15 0.11 2.37
H 3.48 0.96 2.58
H 4.55 -0.25 3.33
H 5.00 0.48 1.78
C 2.22 -1.48 2.58
H 1.50 -0.68 2.78
H 1.67 -2.33 2.14
H 2.62 -1.81 3.55
C 4.23 -2.27 1.41
H 5.14 -2.06 0.83
H 4.55 -2.70 2.37
H 3.64 -3.03 0.88
C -4.16 -0.78 2.32
H -4.70 -1.64 2.76
H -3.33 -0.54 3.01
H -4.87 0.05 2.27
C -2.71 -2.43 1.15
H -2.32 -2.82 0.20
H -1.87 -2.19 1.81
H -3.30 -3.23 1.63
C -4.77 -1.60 0.00
H -5.43 -2.30 0.54
H -5.39 -0.75 -0.31
H -4.41 -2.12 -0.89
C -2.50 2.86 -0.60
H -2.62 2.62 -1.67
H -2.84 3.90 -0.45
H -1.43 2.82 -0.35
C -3.23 2.45 1.75
H -2.18 2.51 2.08
H -3.66 3.46 1.78
H -3.78 1.83 2.47
C -4.78 1.85 -0.17
H -4.87 1.42 -1.17
H -5.42 1.30 0.53
H -5.18 2.88 -0.22
Cu -0.38 0.16 0.57
N 0.71 1.10 -0.78
C 0.96 1.06 -1.95
C 0.88 1.85 -3.15
C 0.64 3.22 -2.92
C 1.09 1.39 -4.47
C 0.65 4.12 -3.98
H 0.48 3.55 -1.89
C 1.11 2.30 -5.52
H 1.25 0.32 -4.64
C 0.90 3.66 -5.28
H 0.47 5.18 -3.77
H 1.32 1.97 -6.53
H 0.93 4.39 -6.09
C -1.06 -2.64 4.93
S -0.97 -1.08 4.03
C -1.02 0.06 5.42
H -0.73 -3.43 4.25
H -2.10 -2.82 5.24
H -0.40 -2.60 5.80
H -1.46 -0.45 6.29
H 0.00 0.40 5.65
H -1.64 0.92 5.15
```

Properties
Relative energy (zero: lowest compared OMol25 entry of this formula, charge and spin) in kcal per mole: 69.7
Charge: +1
Maximum force in eV/Å: 5.40
Kohn-Sham gap (spin up / spin down) in eV: 6.94 / 5.00
2S+1: 2

***

A molecular structure, C33H45CaN3O8SSi at a distorted geometry. Source: OMol25; level of theory: ωB97M-V/def2-TZVPD.

```
92
Properties=species:S:1:pos:R:3
Ca -0.20 -1.38 1.45
C 3.77 -0.67 3.54
C 4.75 -1.48 2.98
C 4.41 -2.31 1.93
C 3.10 -2.32 1.43
C 2.07 -1.54 1.99
C 2.47 -0.71 3.06
C 2.77 -3.18 0.27
C 3.76 -3.54 -0.68
C 3.44 -4.37 -1.72
C 2.12 -4.85 -1.85
C 1.70 -5.73 -2.86
C 0.39 -6.13 -2.94
C -0.54 -5.66 -2.00
C -0.17 -4.81 -1.00
C 1.18 -4.39 -0.89
N 1.52 -3.57 0.13
H 4.04 0.00 4.36
H 5.76 -1.48 3.36
H 5.17 -2.97 1.52
H 1.73 -0.07 3.52
H 4.76 -3.15 -0.59
H 4.19 -4.68 -2.45
H 2.44 -6.09 -3.58
H 0.07 -6.79 -3.73
H -1.57 -5.97 -2.08
H -0.87 -4.43 -0.26
O -2.88 -2.14 4.40
C -2.12 -2.11 3.43
O -1.11 -1.34 3.30
C -2.38 -3.06 2.21
O -3.33 -3.85 2.24
O -1.58 -2.91 1.23
C 3.13 3.68 -0.77
C 2.60 2.25 -0.89
C 2.93 1.47 0.38
C 3.25 1.55 -2.09
O 1.21 2.30 -1.16
Si -0.04 2.17 -0.08
O -0.33 0.74 0.49
O -1.38 2.81 -0.84
C -1.73 2.91 -2.20
C -1.11 4.20 -2.75
C -3.25 2.99 -2.24
C -1.25 1.71 -3.02
O 0.37 3.33 1.04
C -0.42 3.97 2.01
C -1.11 5.19 1.38
C 0.54 4.43 3.12
C -1.47 3.02 2.58
H 4.19 3.68 -0.55
H 2.59 4.19 0.03
H 2.96 4.23 -1.70
H 4.01 1.37 0.50
H 2.48 0.48 0.34
H 2.52 1.98 1.25
H 4.34 1.54 -1.97
H 2.99 2.06 -3.01
H 2.89 0.52 -2.14
H -1.45 5.05 -2.16
H -1.38 4.35 -3.80
H -0.02 4.12 -2.67
H -3.59 3.86 -1.68
H -3.66 2.09 -1.78
H -3.61 3.06 -3.27
H -0.19 1.56 -2.87
H -1.45 1.88 -4.08
H -1.77 0.80 -2.72
H -0.36 5.90 1.02
H -1.75 5.69 2.10
H -1.70 4.85 0.53
H 1.33 5.03 2.69
H 0.98 3.56 3.60
H 0.01 5.03 3.87
H -2.19 2.78 1.80
H -1.99 3.48 3.43
H -1.00 2.10 2.90
C -4.24 -3.54 -0.98
N -4.03 -2.12 -0.81
C -4.60 -1.48 0.37
C -3.63 -0.33 0.68
N -2.67 -0.42 -0.40
C -2.84 -1.53 -1.13
S -1.85 -2.05 -2.37
H -3.89 -4.08 -0.09
H -3.66 -3.86 -1.85
H -5.30 -3.74 -1.15
H -4.66 -2.20 1.19
H -5.61 -1.12 0.14
H -3.15 -0.45 1.65
H -4.13 0.64 0.66
H -1.75 0.03 -0.27
```

Properties
Relative energy (zero: lowest compared OMol25 entry of this formula, charge and spin) in kcal per mole: 16.1
Charge: -2
Maximum force in eV/Å: 3.20
Kohn-Sham gap in eV: 6.83